Entry 1:
Molecular formula: C33H81F6N4O7P
Method: DFT, ωB97M-V/def2-TZVPD

Each line ends with the Löwdin charge.
Geometry (Å):
1 C 3.144086 -2.647470 -7.059869  -0.044
2 C 1.949066 -3.046548 -6.211141  -0.133
3 N 1.850736 -2.374710 -4.804123  -0.249
4 C 1.358146 -0.982794 -5.070649  0.016
5 C 0.830769 -3.189309 -4.005494  -0.139
6 C -0.637224 -2.830379 -4.297707  -0.037
7 C 3.177668 -2.321488 -4.087548  -0.086
8 C 3.730817 -3.657060 -3.635377  -0.197
9 O 3.203276 -3.827645 -2.315582  -0.221
10 C 3.564516 -5.108990 -1.760628  -0.056
11 H 4.078250 -2.837511 -6.535055  0.078
12 H 3.057042 -1.614539 -7.390951  0.087
13 H 3.189804 -3.317609 -7.917865  0.100
14 H 2.118246 -4.083388 -5.918669  0.112
15 H 0.952834 -2.953529 -6.629803  0.131
16 H 0.456110 -0.959182 -5.678003  0.111
17 H 2.106279 -0.465619 -5.667052  0.109
18 H 1.131172 -0.550547 -4.099671  0.088
19 H 1.049238 -3.039746 -2.951625  0.119
20 H 1.076778 -4.229398 -4.209733  0.122
21 H -0.893578 -1.869757 -3.844666  0.080
22 H -1.276764 -3.544386 -3.779601  0.081
23 H -0.923674 -2.744810 -5.343708  0.085
24 H 3.153342 -1.640797 -3.239707  0.152
25 H 3.878860 -1.903009 -4.808654  0.119
26 H 4.819376 -3.603520 -3.729312  0.139
27 H 3.438706 -4.527635 -4.230837  0.125
28 H 3.232911 -5.088961 -0.726663  0.083
29 H 4.649440 -5.193163 -1.833999  0.096
30 H 3.047709 -5.868920 -2.351118  0.094
31 C 0.160228 5.782460 -2.502776  -0.025
32 C 1.198026 5.614751 -1.394327  -0.144
33 N 0.709148 5.762864 0.038168  -0.266
34 C -0.353413 4.717593 0.278432  0.007
35 C 1.819467 5.448691 1.020085  -0.153
36 C 2.265290 4.003063 1.079899  -0.072
37 C 0.079890 7.094804 0.296218  -0.081
38 C 0.969841 8.323848 0.075091  -0.189
39 O 0.931235 8.640892 -1.292546  -0.185
40 C 1.477608 9.897748 -1.597560  -0.098
41 H 0.595386 6.006518 -3.472231  0.099
42 H -0.421872 6.679101 -2.278371  0.071
43 H -0.528117 4.940738 -2.518965  0.083
44 H 2.136138 6.165198 -1.463155  0.135
45 H 1.574348 4.588386 -1.416205  0.119
46 H -0.603206 4.736200 1.338376  0.113
47 H -0.050683 3.749302 -0.109447  0.076
48 H -1.303974 4.928856 -0.212542  0.121
49 H 1.493194 5.848693 1.978585  0.136
50 H 2.687548 6.033175 0.715073  0.130
51 H 1.605600 3.229487 1.465809  0.050
52 H 3.083328 4.022469 1.810651  0.094
53 H 2.760029 3.616043 0.189932  0.093
54 H -0.267828 7.103491 1.328818  0.141
55 H -0.774769 7.126445 -0.372978  0.133
56 H 1.990495 8.310674 0.473891  0.134
57 H 0.477648 9.138435 0.621930  0.137
58 H 2.576830 9.903052 -1.616492  0.093
59 H 1.264952 10.738270 -0.930378  0.097
60 H 1.236264 10.204232 -2.613420  0.097
61 C 2.068549 0.385672 2.457973  -0.047
62 C 0.627068 0.342020 2.917233  -0.157
63 N 0.444424 0.715930 4.368645  -0.233
64 C 0.790375 2.199669 4.503864  0.025
65 C -1.044841 0.566092 4.804383  -0.110
66 C -1.939662 1.582022 4.108502  -0.056
67 C 1.376886 0.036111 5.319548  -0.112
68 C 1.254223 -1.482792 5.332905  -0.208
69 O 0.003177 -2.113282 5.333893  -0.186
70 C -0.533989 -2.270222 6.631647  -0.079
71 H 2.587438 1.343006 2.442699  0.071
72 H 2.077073 0.142034 1.394497  0.081
73 H 2.635851 -0.352238 3.027021  0.076
74 H 0.076035 -0.582427 2.757370  0.132
75 H 0.165688 1.121238 2.312637  0.091
76 H 1.845512 2.317213 4.289962  0.101
77 H 0.533917 2.498142 5.518941  0.119
78 H 0.076779 2.693310 3.853953  0.082
79 H -1.151233 0.531733 5.884300  0.133
80 H -1.300129 -0.395757 4.361887  0.101
81 H -1.673842 1.658195 3.053790  0.075
82 H -1.936910 2.568170 4.576029  0.086
83 H -2.993242 1.309132 4.115072  0.087
84 H 1.167568 0.433757 6.318700  0.136
85 H 2.415622 0.357904 5.246579  0.142
86 H 2.006072 -1.924340 5.997490  0.146
87 H 1.758351 -1.819001 4.416696  0.122
88 H 0.020409 -2.989140 7.243844  0.100
89 H -1.574082 -2.584342 6.593400  0.098
90 H -0.453544 -1.329334 7.189674  0.086
91 C 0.088435 -4.558030 0.717894  -0.046
92 C -0.914382 -3.430512 0.379563  -0.174
93 N -2.361502 -3.822343 0.371414  -0.249
94 C -3.084909 -2.684407 -0.332845  0.029
95 C -2.589265 -5.093199 -0.433151  -0.165
96 C -4.035142 -5.441867 -0.749467  -0.032
97 C -2.975878 -3.958911 1.763856  -0.055
98 C -2.335945 -3.124767 2.880702  -0.173
99 O -2.405641 -1.751265 2.529650  -0.214
100 C -3.682992 -1.166067 2.702965  -0.089
101 H 1.045347 -4.136607 1.028187  0.081
102 H 0.455723 -4.996601 -0.217868  0.068
103 H -0.317898 -5.391090 1.285454  0.079
104 H -0.756485 -3.253782 -0.683131  0.110
105 H -0.720320 -2.531573 0.950113  0.100
106 H -2.795354 -1.746327 0.124919  0.094
107 H -4.134511 -2.939386 -0.245196  0.095
108 H -2.743245 -2.743190 -1.363938  0.114
109 H -2.085514 -5.885375 0.123637  0.113
110 H -1.974551 -5.043250 -1.333107  0.125
111 H -4.151440 -5.318949 -1.825048  0.095
112 H -4.815069 -4.880409 -0.244050  0.088
113 H -4.165882 -6.504686 -0.550782  0.090
114 H -2.758775 -5.006357 1.983503  0.135
115 H -4.050337 -3.815276 1.717702  0.133
116 H -1.260148 -3.251010 3.013903  0.117
117 H -2.786439 -3.433523 3.827837  0.139
118 H -4.441440 -1.673957 2.099811  0.091
119 H -3.779831 -0.125391 2.397738  0.095
120 H -4.084210 -1.152754 3.723976  0.097
121 O -4.458656 -0.200581 -2.843345  0.002
122 C -5.337580 -0.892050 -2.013231  -0.842
123 O -5.212566 -0.562189 -0.785340  -0.123
124 O -6.146150 -1.704016 -2.486878  -0.038
125 H -3.959288 0.178455 -2.088820  0.059
126 P -0.432045 0.676918 -0.949360  0.206
127 F 0.303246 0.378340 -2.334382  -0.152
128 F 0.092016 -0.756188 -0.353446  -0.172
129 F 0.890802 1.377372 -0.302888  -0.182
130 F -1.113697 1.067885 0.476402  -0.165
131 F -0.900030 2.103684 -1.620120  -0.163
132 F -1.740622 -0.098279 -1.500784  -0.134

Atomic forces in eV per Å
-0.59 0.16 0.06
0.99 -1.06 1.61
-0.70 0.02 -1.10
0.06 0.08 0.41
-0.38 0.38 -0.11
0.34 0.41 0.54
0.45 -0.10 -1.26
-1.01 0.05 0.75
0.83 -0.33 -0.19
-0.16 1.09 -0.64
0.00 0.23 0.01
0.34 -0.03 -0.17
-0.27 0.18 -0.15
-0.30 -0.16 -0.40
0.15 0.14 -0.29
-0.05 -0.46 0.15
0.23 0.16 0.47
0.23 0.48 -0.16
0.03 0.26 0.01
-0.17 -0.03 -0.10
0.13 0.03 0.02
0.02 -0.22 -0.27
0.07 -0.44 -0.05
-0.48 -0.05 0.05
-0.15 0.21 0.09
0.12 -0.05 0.65
-0.15 0.14 -0.34
0.06 -0.22 -0.01
-0.01 -0.43 0.20
0.19 -0.34 0.25
-0.36 1.03 1.16
1.06 -1.22 -0.12
-0.81 -1.03 -0.29
-0.79 0.14 -0.05
0.15 0.31 -0.64
1.09 -0.34 0.81
0.79 0.43 0.18
-0.88 0.49 -0.16
-0.05 -0.03 -0.07
1.52 0.99 -0.62
0.28 -0.44 0.04
-0.08 -0.04 -0.21
0.17 -0.13 -0.30
-0.46 0.76 -0.23
-0.25 -0.11 -0.03
0.32 -0.31 0.09
0.26 -0.03 0.32
0.30 0.48 -0.33
-0.11 -0.23 0.08
-0.11 0.16 -0.03
-0.54 0.35 -0.26
0.02 0.06 0.01
-0.36 0.19 -0.25
-0.04 -0.21 -0.01
-0.04 0.36 0.13
0.06 -0.53 -0.05
-0.04 -0.04 0.14
0.07 -0.53 0.21
-0.77 -0.38 0.29
-0.56 -0.30 0.06
0.29 -1.13 -0.11
0.06 1.04 -0.31
0.25 1.97 0.91
-0.91 -0.93 0.21
-0.07 -0.67 -1.69
-0.08 0.58 0.17
-1.01 -0.60 1.80
1.85 -0.89 -1.80
0.12 0.31 0.17
0.23 0.33 0.99
-0.32 0.20 0.62
-0.13 -0.45 0.10
0.43 0.11 -0.35
0.34 -0.17 -0.14
-0.64 -0.22 0.27
-0.10 0.32 -0.15
0.30 -0.01 0.08
0.63 0.41 -0.28
0.39 0.16 0.03
-0.11 -0.17 0.48
-0.09 0.09 -0.01
0.24 0.02 -0.07
0.12 -0.50 0.21
-0.60 0.06 -0.11
-0.01 -0.25 -0.94
-0.54 0.28 0.93
-0.54 0.04 -0.42
0.08 -0.20 -0.33
0.03 0.07 -0.29
-0.30 0.05 -0.04
0.17 0.08 -1.24
0.77 -1.43 -0.84
-0.64 1.09 0.44
0.17 -0.78 -0.11
0.83 -0.12 0.84
0.33 -0.42 -0.62
1.43 -1.40 0.22
0.27 0.51 -1.24
-0.16 0.78 1.04
-1.67 0.01 -0.11
-0.35 0.02 1.02
-0.56 -0.28 -0.11
0.35 0.26 0.60
0.16 0.73 0.14
-0.54 0.07 -0.07
-0.28 0.01 -0.03
-0.14 0.74 -0.27
-0.28 0.35 -0.11
-0.29 0.01 0.26
-0.19 0.56 -0.12
-0.45 0.17 0.08
0.12 0.03 0.07
-0.20 0.06 0.11
-0.41 -0.06 0.42
0.04 0.06 -0.21
-0.05 -0.65 -0.20
-0.36 0.43 0.04
0.05 -0.03 -0.10
0.89 -0.05 -0.47
0.56 -0.48 0.30
0.44 -0.21 0.73
-1.72 -0.64 0.95
0.60 -0.31 -0.22
1.03 0.42 -0.24
0.11 0.39 -0.92
-0.89 0.16 -0.24
0.93 -0.33 -0.32
0.12 0.23 0.21
0.76 0.28 -0.65
-0.86 -0.37 -0.36
0.00 -0.51 0.92
0.28 0.76 0.61

Calculated values
* HOMO: -9.55 eV
* E_LUMO: -3.9 eV
* 2S+1: 1
* total charge: +2
* gap between HOMO and LUMO: 5.6 eV

=====

Entry 2:
Molecular formula: C4H14SSi2
Method: DFT, ωB97M-V/def2-TZVPD

Each line ends with the Löwdin charge.
Geometry (Å):
1 C -1.982291 -0.795045 -1.388944  -0.220
2 C -1.806873 1.472280 0.930242  -0.192
3 C -1.574186 -1.579194 1.396651  -0.239
4 C 4.096931 0.891218 -0.140452  -0.499
5 Si 1.178575 -0.027301 -0.299109  0.267
6 Si -1.018815 -0.232644 0.254086  0.373
7 S 2.667957 0.991051 0.978948  0.443
8 H -2.678209 -1.590842 -1.308722  0.002
9 H -2.309193 0.141525 -1.936006  0.042
10 H -1.125443 -1.068865 -2.017044  -0.021
11 H -2.804228 1.652664 0.451766  0.044
12 H -1.849890 1.403250 1.976942  -0.006
13 H -1.210032 2.255532 0.601142  -0.024
14 H -1.771055 -2.462464 0.771018  0.031
15 H -0.998441 -1.813630 2.239650  0.003
16 H -2.598728 -1.273317 1.635491  0.040
17 H 5.005901 0.467130 0.382153  0.059
18 H 4.280728 1.879262 -0.371577  -0.019
19 H 3.856923 0.367440 -1.054914  0.004
20 H 1.814573 -1.269893 -0.809273  -0.107
21 H 0.825801 0.591842 -2.292056  0.019

Atomic forces in eV per Å
2.59 2.92 -0.17
-0.66 -2.45 -2.23
-1.12 -0.26 -1.39
0.62 -1.71 1.11
0.97 0.86 -2.65
-3.05 0.90 -0.46
-1.27 -0.73 -0.63
-0.74 -0.45 0.16
-0.29 -1.16 0.73
-0.23 -0.57 -0.18
0.68 -0.47 0.64
-0.21 0.18 1.43
1.24 1.66 -0.29
0.54 -0.03 0.30
0.61 -0.36 1.31
0.15 0.11 0.50
-1.20 0.26 -0.61
0.70 2.06 -0.71
0.10 -0.32 -0.05
-0.03 -0.03 0.33
0.59 -0.41 2.86

Calculated values
* HOMO: -8.88 eV
* E_LUMO: 0.2 eV
* 2S+1: 1
* total charge: 0
* gap between HOMO and LUMO: 9.1 eV

=====

| no. | strongest force on any atom (eV/Å) | energy (Eh) |
| --- | --- | --- |
| 1 | 2.73 | -2991.71629 |
| 2 | 3.90 | -1137.90414 |